DFT (the ωB97M-V functional and the def2-TZVPD basis) results for 10 unconnected molecules or ions with the total composition C53H101F3IN3O10PS in a non-equilibrium geometry.

Structure (XYZ):
```
173
Properties=species:S:1:pos:R:3:forces:R:3
C 1.446851 -3.610731 2.947911 0.1 1.6 0.0
C 2.560549 -2.865507 2.145764 -0.1 -0.9 0.2
C 3.520266 -3.909198 1.574031 0.4 0.2 -0.4
C 2.939050 -4.785301 0.438716 -0.5 0.1 0.2
C 1.716779 -4.229076 -0.313221 -0.1 0.0 -0.6
C 2.027689 -3.192285 -1.435724 0.6 -0.9 -0.1
C 3.385715 -2.462316 -1.365513 -1.0 1.2 0.0
C 3.380033 -1.356576 -2.457521 -0.5 0.0 1.2
C 2.720677 -0.015626 -2.011895 0.4 -0.5 -1.1
C 2.489912 0.768209 -3.351165 -0.8 0.5 1.3
C 1.043182 1.328763 -3.500972 0.8 0.7 0.0
C 1.004765 2.859171 -3.259450 -0.5 -0.6 0.4
C 1.352457 3.325374 -1.787768 -0.8 0.0 -1.6
C 0.388592 4.485616 -1.426320 1.1 -0.3 0.3
C 0.417601 4.982412 0.041591 -0.5 0.4 -0.5
C 0.188139 3.966194 1.117559 0.5 0.6 -1.0
C -0.959891 3.288730 1.342642 -0.4 -0.1 0.0
C -2.230053 3.373485 0.536157 0.3 -0.8 -0.1
C -2.782320 1.980197 0.082456 -1.1 0.3 0.7
C -4.256694 1.839457 0.578203 0.8 -0.5 -0.9
C -4.701220 0.372548 0.593000 -0.2 -0.1 0.5
N -6.138612 0.131803 0.881550 0.6 0.3 0.1
C -6.852679 1.269605 1.459132 -1.0 -0.3 -0.2
C -6.832888 -0.383716 -0.266646 -0.7 -0.9 -0.2
C -7.271620 -1.834994 -0.164069 0.2 0.6 0.8
O -7.089935 0.268056 -1.238427 0.2 0.6 -0.2
N -0.737650 2.496197 2.483225 -0.4 0.7 -0.9
I -2.142004 1.299642 3.400004 -0.2 -0.2 0.1
C 0.503007 2.702397 2.879543 0.6 -2.2 1.3
P 1.143364 1.869795 4.405261 0.3 2.0 2.2
S 0.923127 3.130703 5.880693 -0.1 -0.1 -0.4
N 1.120320 3.566264 2.069434 -0.7 0.1 -0.4
C 2.503445 3.965742 2.238124 0.5 -1.2 0.5
F 2.620042 4.689521 3.331781 0.1 0.5 -0.2
F 2.986224 4.559136 1.181478 -0.2 0.4 0.0
F 3.225119 2.843457 2.425341 -0.1 0.1 0.0
H 0.505368 -3.071379 2.776117 -0.1 -0.4 0.1
H 1.339407 -4.650109 2.648894 0.0 0.0 0.1
H 1.642205 -3.504484 4.019272 0.0 -0.5 -0.1
H 2.095462 -2.248694 1.371278 0.2 -0.1 -0.1
H 3.152520 -2.202721 2.781498 -0.2 0.1 0.1
H 3.815723 -4.573249 2.394946 0.0 0.1 0.0
H 4.444742 -3.436616 1.225231 -0.1 0.1 0.0
H 2.650262 -5.748871 0.871773 0.0 0.0 -0.1
H 3.716188 -4.997401 -0.299905 0.0 -0.1 0.1
H 1.259379 -5.088755 -0.818974 0.0 0.1 0.1
H 0.926979 -3.857022 0.348370 0.3 0.0 0.1
H 2.037970 -3.764475 -2.373482 0.0 0.2 0.0
H 1.213737 -2.471312 -1.561906 0.1 0.0 0.2
H 3.427188 -1.945982 -0.396636 0.4 -0.2 0.0
H 4.244382 -3.125697 -1.470978 -0.1 -0.1 0.1
H 4.395811 -1.124304 -2.787369 -0.1 -0.1 -0.2
H 2.743271 -1.701960 -3.275490 0.6 -0.1 -0.1
H 1.762087 -0.178471 -1.504328 0.1 -0.2 -0.1
H 3.356119 0.525072 -1.298943 0.0 0.0 -0.2
H 3.144977 1.645891 -3.348690 0.2 -0.3 -0.3
H 2.730548 0.104561 -4.178639 0.0 0.2 0.0
H 0.678873 1.143857 -4.516332 0.0 0.0 0.1
H 0.332846 0.856231 -2.812054 0.2 -0.2 -0.1
H 1.673402 3.346014 -3.975035 -0.1 0.0 0.1
H -0.012106 3.177582 -3.506243 0.2 0.2 0.0
H 1.247300 2.446918 -1.142084 0.1 0.2 0.2
H 2.390554 3.664244 -1.847779 0.0 -0.1 0.7
H -0.624306 4.252889 -1.753705 0.1 -0.1 0.1
H 0.696826 5.351551 -2.020966 -0.2 -0.1 0.0
H 1.323030 5.566644 0.188307 -0.1 -0.2 0.2
H -0.415650 5.691568 0.127593 0.2 0.0 0.1
H -2.964449 3.953667 1.102130 -0.1 -0.2 0.0
H -2.028900 3.916509 -0.384869 0.2 0.3 0.3
H -2.804155 1.900932 -1.004925 0.3 0.0 0.1
H -2.187506 1.155241 0.483507 0.1 0.1 -0.2
H -4.284215 2.262907 1.581700 -0.5 0.1 -0.1
H -4.876661 2.398549 -0.126753 -0.1 0.2 0.4
H -4.129341 -0.133836 1.386054 0.0 0.0 -0.2
H -4.469670 -0.129839 -0.352346 0.2 0.2 0.0
H -7.851281 0.911189 1.739742 0.1 0.1 0.1
H -6.382155 1.637447 2.369700 0.1 -0.1 -0.1
H -7.033876 2.078535 0.738941 0.3 0.1 0.2
H -7.659300 -1.984703 0.849764 0.0 -0.1 -0.1
H -6.376542 -2.457399 -0.260040 -0.2 -0.1 -0.2
H -8.041416 -2.072475 -0.892146 0.3 0.0 -0.2
H 0.389054 0.726715 4.695879 0.3 -0.3 -1.0
H 2.513026 1.595630 4.281166 -0.3 -0.6 -0.7
C -3.771642 -3.100138 5.213974 0.1 0.3 0.1
C -4.266080 -2.185654 4.126523 -0.1 -0.2 0.0
O -4.063366 -0.987860 4.165546 0.3 0.4 -0.1
C -5.024477 -2.809004 2.987411 0.0 0.4 -0.1
H -3.245181 -2.518171 5.968034 0.0 0.0 0.0
H -4.614387 -3.607249 5.685232 0.0 -0.2 -0.1
H -3.086167 -3.838413 4.795202 -0.1 -0.1 0.0
H -5.920649 -3.304105 3.363912 0.1 -0.2 0.0
H -4.392482 -3.534725 2.472576 -0.1 -0.2 0.1
H -5.321485 -2.033601 2.282700 -0.1 0.0 0.0
C 2.153429 -3.649202 -6.497142 -0.2 0.1 0.5
C 1.132913 -2.673729 -5.978580 0.1 -0.1 0.1
O 1.289067 -2.084775 -4.929933 -0.1 0.1 -0.1
C -0.098779 -2.454982 -6.822024 -0.1 0.2 0.2
H 2.984418 -3.709504 -5.796884 0.0 0.0 0.0
H 1.702460 -4.638977 -6.597865 0.0 0.0 -0.2
H 2.529833 -3.315743 -7.458285 -0.1 -0.1 -0.1
H -0.642195 -3.393818 -6.938200 0.1 0.0 -0.2
H 0.185311 -2.071030 -7.802782 0.0 -0.2 -0.1
H -0.748010 -1.730193 -6.334121 0.0 0.0 0.0
C 6.414948 -4.596763 -8.149390 -0.2 0.2 0.2
C 5.081407 -4.433892 -8.825791 0.1 0.1 0.0
O 4.300126 -3.568840 -8.492465 0.2 0.0 -0.2
C 4.756883 -5.397874 -9.939416 -0.3 0.1 0.0
H 6.519460 -3.842711 -7.371204 0.0 0.0 0.0
H 6.480927 -5.586736 -7.695184 0.2 0.0 -0.2
H 7.219456 -4.468672 -8.874851 0.0 -0.2 0.0
H 4.759199 -6.420377 -9.558331 0.2 0.0 -0.1
H 5.491828 -5.303379 -10.739728 0.1 -0.2 0.1
H 3.770017 -5.171404 -10.338924 0.0 0.0 0.0
C 3.940377 4.865695 8.855544 0.1 0.2 0.2
C 4.577137 5.985900 8.068999 0.0 0.0 0.1
O 5.154226 6.893393 8.616512 0.0 0.0 0.0
C 4.460415 5.924411 6.563396 0.1 0.2 0.0
H 4.099103 5.036821 9.918009 0.0 0.0 0.0
H 2.866929 4.836074 8.658551 0.0 -0.2 -0.1
H 4.392780 3.911757 8.580223 -0.2 -0.1 -0.1
H 3.408428 5.938973 6.270983 0.0 -0.2 0.0
H 4.935912 5.016092 6.189054 -0.2 -0.1 0.0
H 4.959711 6.788192 6.128782 0.0 0.0 0.0
C -7.579159 -2.495836 -4.459279 0.2 0.1 0.2
C -6.998001 -3.779235 -3.918253 0.0 0.0 0.0
O -6.165181 -3.772903 -3.041024 0.0 0.0 0.1
C -7.500526 -5.069196 -4.518073 0.2 -0.1 0.2
H -7.132588 -1.649078 -3.941028 0.0 0.0 0.0
H -7.365656 -2.410177 -5.525804 -0.2 0.0 0.0
H -8.658309 -2.477833 -4.298569 0.0 0.0 -0.2
H -7.283863 -5.092922 -5.587028 -0.2 0.0 0.0
H -8.576126 -5.160336 -4.359475 0.0 0.0 -0.2
H -7.001688 -5.909050 -4.039088 0.0 0.0 0.0
C -2.352352 6.958512 -5.245544 -0.1 -0.3 0.1
C -1.057749 6.362781 -4.753523 0.0 0.0 0.0
O -1.023730 5.276834 -4.218535 0.0 0.1 0.0
C 0.195367 7.177570 -4.956807 0.1 -0.2 0.2
H -3.169178 6.270732 -5.037263 0.0 0.0 0.0
H -2.546612 7.902917 -4.734758 0.1 0.1 -0.2
H -2.299729 7.127700 -6.321876 0.0 0.2 0.0
H 0.109461 8.131398 -4.433809 0.0 0.1 -0.2
H 0.355843 7.355950 -6.020762 0.0 0.2 0.0
H 1.050048 6.632959 -4.559379 0.0 0.0 0.0
C 5.916883 -9.071879 -5.979122 0.1 0.3 0.0
C 6.488372 -8.870926 -7.361095 0.0 0.0 0.0
O 7.084084 -7.860149 -7.656866 -0.1 0.0 0.0
C 6.285175 -9.984554 -8.357857 0.1 0.2 -0.2
H 6.134810 -8.198735 -5.367427 0.0 0.0 0.0
H 4.834962 -9.201184 -6.037934 0.0 -0.2 0.0
H 6.366829 -9.949859 -5.513591 -0.2 -0.1 0.0
H 5.218872 -10.152675 -8.517526 0.0 -0.2 0.1
H 6.750661 -10.901244 -7.993126 -0.2 -0.1 0.0
H 6.744270 -9.709827 -9.305155 0.0 0.0 0.0
C -1.014075 2.000597 8.614015 0.2 -0.3 -0.1
C -0.895472 1.185791 9.877567 0.0 0.0 0.1
O -0.025052 0.356439 10.011413 0.0 0.0 0.0
C -1.907898 1.452991 10.962143 0.2 -0.2 0.2
H -0.226121 1.709315 7.922047 -0.1 0.0 0.1
H -1.982987 1.817690 8.143303 -0.1 0.2 0.1
H -0.905211 3.059300 8.846572 -0.2 0.0 0.0
H -2.914398 1.251109 10.591244 0.0 0.2 0.0
H -1.837196 2.492549 11.286262 -0.1 0.1 -0.1
H -1.708140 0.802153 11.811087 0.0 0.0 0.0
C -2.775697 6.496831 9.063658 -0.1 -0.2 0.1
C -1.441499 5.984051 9.545816 0.0 0.0 0.0
O -1.346789 4.937046 10.144372 0.0 0.0 0.0
C -0.229777 6.832837 9.250163 0.1 -0.2 0.1
H -3.556011 5.791813 9.342752 0.0 0.0 0.0
H -2.992282 7.462537 9.522463 0.0 0.1 -0.2
H -2.764687 6.600343 7.977306 0.0 0.2 0.0
H -0.337312 7.812929 9.716723 0.0 0.1 -0.2
H -0.111022 6.950539 8.171402 -0.1 0.2 0.0
H 0.657899 6.348154 9.652024 0.0 0.0 0.0
```
Forces are in eV/Å.

Results
- Calculated total energy: -4333.2637 Eh
- LUMO: -0.142 hartree
- Gap between HOMO and LUMO: 6.76 eV
- HOMO level: -10.62 eV
- Charge: +1